(1)
{
  "formula": "C42H36BN10O3P2TeTi",
  "method": "wB97M-V/def2-TZVPD",
  "homo_energy_ev": [-10.045, -10.045],
  "relative_energy_kcal_mol": 110.4,
  "charge": 1,
  "orbital_gap_ev": [6.096, 6.096],
  "elements": ["Ti", "C", "C", "N", "N", "C", "B", "N", "C", "C", "C", "N", "N", "C", "C", "C", "N", "N", "C", "C", "C", "N", "H", "H", "H", "H", "H", "H", "H", "H", "H", "H", "H", "H", "Te", "C", "C", "C", "N", "C", "C", "C", "P", "C", "C", "C", "C", "C", "C", "C", "C", "C", "C", "C", "C", "P", "C", "C", "C", "C", "C", "C", "C", "C", "C", "C", "C", "C", "H", "H", "H", "H", "H", "H", "H", "H", "H", "H", "H", "H", "H", "H", "H", "H", "H", "H", "H", "H", "H", "H", "H", "H", "O", "N", "O", "O"],
  "positions_angstrom": [[0.13726, 1.29634, -0.50245], [-3.74935, 0.39677, 1.07359], [-2.38587, 0.15492, 1.00841], [-1.77495, 1.08953, 0.26623], [-2.74409, 1.94938, -0.13351], [-3.93129, 1.55368, 0.33839], [-2.35850, 3.31885, -0.76092], [-1.25432, 3.90468, 0.15639], [-1.12489, 5.06824, 0.81753], [0.17503, 5.16720, 1.28054], [0.79812, 4.00157, 0.85564], [-0.07090, 3.23499, 0.19264], [-1.67078, 3.02462, -2.12353], [-1.83503, 3.61753, -3.31408], [-0.94412, 3.05619, -4.21047], [-0.24886, 2.10818, -3.46835], [-0.69620, 2.09518, -2.20836], [-3.58105, 4.16641, -0.96504], [-4.62028, 3.86174, -1.79700], [-5.56543, 4.84116, -1.66661], [-5.01983, 5.72464, -0.71406], [-3.83922, 5.31357, -0.29951], [-4.49526, -0.17642, 1.59417], [-1.83035, -0.64269, 1.46632], [-4.82900, 2.11619, 0.14424], [-1.96458, 5.73200, 0.89702], [0.60740, 5.98212, 1.83298], [1.82411, 3.69442, 0.97708], [-2.56158, 4.40020, -3.45267], [-0.81967, 3.30125, -5.24996], [0.53108, 1.43604, -3.78643], [-4.60228, 2.97426, -2.41024], [-6.50962, 4.91923, -2.17636], [-5.44205, 6.63334, -0.31746], [3.31811, -1.73132, -0.59490], [3.52633, -3.36399, 0.78710], [4.00889, -3.18698, 2.07399], [4.18742, -4.31039, 2.87177], [3.92659, -5.54588, 2.46343], [3.47529, -5.70873, 1.22476], [3.25988, -4.65401, 0.34771], [1.27801, -1.31483, -0.05220], [0.23065, -0.96588, -1.48656], [-1.49910, -1.60521, -1.29432], [-2.39186, -0.91904, -2.12441], [-3.72364, -1.29054, -2.20396], [-4.18137, -2.36339, -1.45236], [-3.30032, -3.05698, -0.63733], [-1.96549, -2.68727, -0.55831], [0.78163, -2.25427, -2.65933], [0.82451, -3.55048, -2.14015], [1.18444, -4.60809, -2.95379], [1.51568, -4.37917, -4.28414], [1.47953, -3.09290, -4.79318], [1.10259, -2.02578, -3.98780], [0.90811, -0.23911, 1.34381], [0.93622, -1.42495, 2.74641], [1.79481, -1.31910, 3.83494], [1.81677, -2.32007, 4.79620], [0.98053, -3.41935, 4.68880], [0.10602, -3.51776, 3.61541], [0.08352, -2.52512, 2.65189], [2.10944, 1.01266, 1.98304], [3.41588, 1.31249, 1.62014], [4.10738, 2.31829, 2.28625], [3.51610, 3.00898, 3.33253], [2.21231, 2.71058, 3.70674], [1.50835, 1.73808, 3.02141], [4.25775, -2.20651, 2.45466], [4.56939, -4.21663, 3.88291], [3.28944, -6.73358, 0.92172], [2.91177, -4.83747, -0.65910], [-2.02112, -0.09706, -2.72625], [-4.39377, -0.74691, -2.85763], [-5.21798, -2.66755, -1.51145], [-3.65777, -3.90308, -0.06436], [-1.29899, -3.25604, 0.07811], [0.59437, -3.72262, -1.09683], [1.20779, -5.61047, -2.54521], [1.80703, -5.20434, -4.92001], [1.74964, -2.91662, -5.82597], [1.08488, -1.01961, -4.38511], [2.45623, -0.47068, 3.93917], [2.50583, -2.23570, 5.62676], [1.00352, -4.19796, 5.43944], [-0.55436, -4.37087, 3.53069], [-0.59278, -2.60172, 1.80858], [3.92779, 0.77185, 0.84190], [5.12174, 2.54513, 1.98546], [4.06772, 3.77623, 3.85966], [1.74759, 3.23852, 4.52895], [0.48476, 1.50569, 3.30128], [2.36992, 0.41462, -2.60479], [2.74164, 1.27111, -1.79994], [3.87388, 1.66290, -1.71043], [1.82730, 1.79355, -1.00998]],
  "forces_ev_per_angstrom": [[-0.01, -1.18, 1.39], [0.16, -0.08, 0.03], [-0.28, 0.01, 0.16], [-0.74, -0.01, 0.22], [-0.34, 0.12, -0.11], [0.08, -0.02, 0.04], [0.18, -0.10, 0.18], [-0.14, 0.45, 0.10], [0.09, -0.23, -0.12], [0.05, -0.05, -0.02], [0.08, 0.22, 0.06], [-0.22, 0.37, -0.03], [-0.25, 0.20, -0.17], [0.10, -0.02, 0.03], [0.08, -0.07, 0.06], [-0.15, 0.01, -0.26], [-0.38, 0.07, -0.55], [-0.17, -0.07, -0.25], [0.07, -0.05, -0.01], [-0.06, 0.01, -0.01], [0.03, -0.09, -0.02], [0.18, 0.13, 0.24], [0.00, -0.01, -0.01], [0.06, -0.01, -0.03], [0.04, 0.07, 0.01], [-0.07, 0.06, -0.05], [0.01, -0.02, 0.02], [0.01, -0.10, 0.03], [-0.03, -0.02, 0.05], [0.01, 0.00, 0.00], [0.04, -0.01, 0.10], [-0.01, 0.01, -0.01], [0.01, -0.02, -0.01], [0.01, 0.01, 0.00], [-0.07, -0.60, 0.70], [0.03, 0.29, -0.34], [0.04, 0.03, 0.00], [-0.02, 0.01, -0.03], [0.00, -0.13, 0.11], [-0.02, 0.02, 0.01], [0.00, 0.00, 0.02], [-0.09, 2.07, -0.75], [-0.58, -2.21, 0.78], [-0.01, 0.37, -0.36], [0.09, -0.14, 0.08], [0.02, 0.00, -0.01], [-0.03, 0.04, -0.04], [-0.06, -0.08, 0.07], [0.18, 0.02, 0.05], [0.03, 0.39, -0.34], [-0.07, 0.01, -0.15], [-0.05, 0.05, 0.08], [0.03, 0.02, 0.00], [0.02, 0.00, -0.18], [0.00, 0.08, 0.18], [0.81, -0.99, 0.13], [-0.49, 0.19, 0.04], [-0.08, 0.01, -0.01], [0.06, 0.02, 0.03], [0.01, 0.00, 0.02], [-0.04, -0.05, -0.02], [0.05, 0.07, -0.01], [-0.39, 0.04, -0.04], [0.08, -0.01, 0.02], [0.00, -0.02, 0.01], [0.01, 0.03, 0.00], [-0.04, 0.03, 0.09], [0.08, -0.08, -0.06], [-0.01, 0.04, 0.00], [-0.02, 0.06, -0.01], [-0.03, 0.03, -0.06], [0.00, -0.04, -0.02], [-0.10, 0.08, 0.00], [-0.03, -0.03, 0.00], [0.00, 0.01, 0.01], [0.03, 0.00, 0.02], [0.03, 0.00, -0.08], [0.00, -0.04, 0.00], [0.02, -0.01, -0.03], [0.00, 0.00, 0.00], [-0.02, 0.02, 0.00], [0.02, -0.02, -0.05], [0.02, -0.01, -0.01], [-0.03, -0.03, 0.02], [0.02, 0.00, 0.00], [-0.01, 0.00, 0.00], [0.05, -0.04, 0.06], [-0.08, -0.08, -0.15], [0.00, 0.01, 0.02], [0.01, 0.00, -0.01], [-0.03, 0.02, -0.02], [0.00, 0.10, 0.05], [-0.03, 0.34, 0.34], [1.12, -0.33, -1.15], [-0.49, 0.19, 0.37], [1.58, 0.62, -0.42]]
}

=====

(2)
{
  "formula": "C42H36Br2N4O7PdSSi",
  "method": "wB97M-V/def2-TZVPD",
  "homo_energy_ev": [-1.943, -1.945],
  "relative_energy_kcal_mol": 35.3,
  "charge": -2,
  "orbital_gap_ev": [5.775, 5.777],
  "elements": ["Pd", "Br", "C", "C", "C", "Br", "C", "C", "C", "C", "N", "C", "C", "O", "H", "H", "H", "H", "C", "C", "C", "C", "C", "C", "Si", "C", "C", "C", "C", "C", "C", "C", "C", "C", "C", "C", "C", "H", "H", "H", "H", "H", "H", "H", "H", "H", "H", "H", "H", "H", "H", "H", "C", "C", "C", "C", "C", "C", "C", "S", "O", "O", "N", "C", "C", "C", "O", "O", "H", "H", "H", "H", "H", "H", "H", "H", "H", "H", "H", "H", "C", "N", "C", "C", "C", "O", "N", "C", "O", "H", "H", "H", "H", "H"],
  "positions_angstrom": [[0.43448, 0.57215, -0.53868], [5.57788, -0.58295, -0.29448], [4.43198, -0.19885, 1.17132], [4.89188, -0.40475, 2.45542], [4.07098, -0.10655, 3.51822], [4.73318, -0.42335, 5.28762], [2.78418, 0.42135, 3.34452], [1.91208, 0.78915, 4.38872], [0.69118, 1.34465, 4.08512], [0.34098, 1.52345, 2.74882], [1.12568, 1.16205, 1.74822], [2.33098, 0.62845, 2.01202], [3.14238, 0.28075, 0.85232], [2.74588, 0.42555, -0.33008], [5.88458, -0.79855, 2.61522], [2.21438, 0.63725, 5.41532], [0.01388, 1.64785, 4.86992], [-0.61382, 1.95785, 2.47862], [-2.74142, 2.83165, -5.62998], [-1.46272, 2.53025, -6.06718], [-0.60042, 1.81725, -5.25588], [-0.99322, 1.35715, -4.00158], [-2.28192, 1.67125, -3.58158], [-3.14302, 2.40845, -4.37448], [0.20668, 0.26765, -2.89558], [-0.13242, -1.49265, -3.61208], [0.78588, -2.51125, -3.36628], [0.59658, -3.78285, -3.87038], [-0.52602, -4.07045, -4.62918], [-1.46012, -3.07695, -4.86448], [-1.26352, -1.80455, -4.35888], [1.88848, 0.75415, -3.74198], [2.63778, 1.81505, -3.24288], [3.79348, 2.23145, -3.87998], [4.22578, 1.59535, -5.03178], [3.50068, 0.52705, -5.53048], [2.34828, 0.11255, -4.88768], [-3.42042, 3.38865, -6.26298], [-1.13852, 2.84745, -7.04998], [0.39858, 1.59605, -5.60128], [-2.60922, 1.31975, -2.61258], [-4.13672, 2.64765, -4.01928], [1.64598, -2.29625, -2.75328], [1.32138, -4.55885, -3.66858], [-0.67672, -5.06585, -5.02858], [-2.34572, -3.29775, -5.44758], [-1.99832, -1.03445, -4.54748], [2.30278, 2.30915, -2.34038], [4.36468, 3.06175, -3.48548], [5.12448, 1.92825, -5.53728], [3.83258, 0.02275, -6.42968], [1.78378, -0.72075, -5.28128], [2.23798, -2.65675, 7.30262], [1.02048, -2.46885, 6.44802], [0.65968, -3.40125, 5.48152], [-0.46212, -3.20955, 4.68912], [-1.22872, -2.07225, 4.85942], [-0.88762, -1.13585, 5.81622], [0.22878, -1.33465, 6.60512], [-2.71312, -1.77435, 3.89512], [-3.63182, -1.04515, 4.74262], [-3.19822, -3.04185, 3.40122], [-2.16392, -0.72285, 2.76052], [-1.12382, -1.17825, 1.85812], [-1.52672, -2.19685, 0.79772], [-0.25152, -2.62695, 0.00342], [-0.05712, -3.82655, -0.17208], [0.52218, -1.70715, -0.37698], [2.57408, -3.69155, 7.29112], [2.04158, -2.35145, 8.33002], [3.04748, -2.03455, 6.92132], [1.26378, -4.28845, 5.34702], [-0.75862, -3.94115, 3.95242], [-1.52422, -0.27635, 5.94772], [0.49428, -0.60675, 7.35832], [-2.87522, -0.19815, 2.25212], [-0.31122, -1.57865, 2.47562], [-0.76682, -0.28305, 1.32272], [-2.23342, -1.73925, 0.09652], [-1.98492, -3.07995, 1.24572], [-5.02502, 3.09205, 0.19652], [-3.61452, 3.05905, -0.09308], [-3.03112, 4.10355, -0.73078], [-1.71042, 4.12485, -0.98898], [-0.92692, 2.97215, -0.61268], [0.29638, 2.90635, -0.82968], [-1.55682, 1.92155, -0.02488], [-2.84912, 1.92205, 0.28652], [-3.43822, 1.02645, 0.88532], [-5.26822, 3.98065, 0.78832], [-5.26892, 2.19275, 0.76482], [-5.60742, 3.10415, -0.73088], [-3.69492, 4.91125, -1.00968], [-1.23582, 4.94775, -1.49378]],
  "forces_ev_per_angstrom": [[-0.24, -0.58, -1.33], [0.04, -0.03, 0.05], [0.24, -0.10, -0.27], [-0.28, 0.09, 0.24], [0.49, -0.25, 0.31], [0.11, 0.03, 0.01], [-0.11, 0.16, -0.13], [-0.36, 0.17, -0.21], [0.57, -0.08, 0.31], [0.08, 0.05, -0.65], [-0.49, -0.24, 0.14], [-0.13, -0.02, 0.26], [0.23, -0.04, -0.94], [0.55, 0.12, 0.55], [0.04, -0.01, 0.04], [0.00, -0.02, 0.02], [-0.10, 0.00, 0.02], [-0.06, -0.08, -0.07], [-0.08, 0.06, -0.02], [-0.05, 0.07, -0.20], [0.21, -0.17, 0.06], [0.30, -0.24, 0.95], [0.05, -0.12, 0.18], [-0.26, 0.05, -0.06], [0.47, 0.00, -0.24], [0.00, 0.55, 0.64], [0.08, 0.13, 0.11], [0.10, -0.18, -0.10], [-0.01, -0.04, -0.04], [-0.16, -0.18, -0.19], [-0.01, 0.28, 0.06], [-0.53, -0.29, 0.68], [-0.12, 0.06, 0.18], [0.13, 0.20, -0.03], [0.08, 0.03, -0.04], [0.13, -0.01, -0.24], [-0.16, -0.12, 0.06], [-0.03, 0.05, -0.02], [0.04, 0.05, -0.05], [0.07, 0.05, -0.11], [-0.10, 0.02, 0.16], [-0.09, 0.00, 0.05], [0.16, -0.05, 0.15], [0.05, -0.04, 0.09], [-0.01, -0.04, 0.01], [-0.06, 0.01, -0.02], [-0.12, 0.05, -0.07], [0.05, 0.05, 0.08], [0.01, 0.03, 0.09], [0.04, 0.00, 0.01], [0.02, -0.06, -0.04], [-0.02, -0.13, -0.10], [0.04, 0.06, -0.08], [-0.12, -0.04, -0.03], [0.02, 0.07, 0.05], [-0.11, -0.10, -0.09], [-0.35, 0.01, -0.35], [-0.04, 0.11, 0.13], [-0.03, -0.13, -0.05], [-0.39, 0.42, 0.13], [0.17, 0.14, -0.13], [0.51, 0.10, -0.04], [-0.30, -0.56, 0.73], [0.47, -0.10, -0.67], [0.48, -0.18, -0.20], [-1.00, 0.02, 0.55], [0.03, -0.65, -0.06], [0.66, 1.25, -0.44], [0.02, -0.05, 0.04], [0.00, -0.05, 0.07], [0.09, -0.01, 0.01], [0.03, -0.05, -0.03], [0.02, -0.06, -0.12], [-0.04, 0.17, 0.01], [0.02, 0.12, 0.10], [-0.35, 0.13, 0.16], [0.12, 0.16, -0.21], [-0.15, -0.46, 0.51], [-0.01, 0.02, 0.08], [0.05, 0.07, -0.14], [-0.31, -0.05, 0.07], [0.02, -0.23, 0.00], [0.47, 0.09, -0.06], [-0.29, 0.31, 0.05], [-0.33, -0.16, 0.26], [0.02, -0.16, -0.44], [0.32, 0.19, -0.06], [-0.15, 0.64, -0.17], [-0.26, -0.53, 0.26], [-0.06, -0.08, -0.04], [0.03, 0.19, -0.10], [-0.03, 0.01, 0.08], [-0.03, 0.05, -0.02], [0.01, 0.10, -0.08]]
}

=====

Max |F| for every record listed, in sequence, given in eV Å⁻¹: 2.4; 1.5.
Molecular weight for every record listed, in sequence, given in g/mol: 977.04; 1035.15.